# 1
DFT (ωB97M-V/def2-TZVPD) results for C45H64N7O3P2S3Sc as an isolated structure.

For the energy above the lowest of the compared OMol25 structures with the same formula, charge and spin, the calculation gives 25.10 kcal per mole. The orbital gap is 6.6 eV. As for the LUMO energy: 0.08 eV.

Element x y z (Å)
Sc (-0.3370, -0.2730, 0.1107)
C (0.2959, 1.2783, -4.6791)
C (1.5703, 0.5161, -4.3022)
C (2.7982, 1.2650, -4.8146)
P (1.5732, 0.1170, -2.4794)
C (3.1605, -0.8190, -2.1816)
C (3.2166, -1.9445, -3.2203)
C (4.5270, -0.1564, -2.0282)
C (1.6096, 1.8052, -1.7779)
C (2.7356, 2.6286, -1.7402)
C (2.7005, 3.9237, -1.2482)
C (3.9407, 4.7659, -1.1787)
C (1.4701, 4.4064, -0.8075)
C (0.3356, 3.6211, -0.8344)
C (0.3730, 2.2992, -1.3041)
N (-0.7265, 1.4191, -1.2203)
C (-2.0124, 1.8279, -1.5543)
C (-2.3865, 3.1063, -1.9846)
C (-3.7179, 3.4356, -2.1829)
C (-4.7435, 2.5233, -1.9829)
C (-6.1886, 2.9095, -2.0988)
C (-4.3672, 1.2170, -1.6921)
C (-3.0427, 0.8482, -1.5346)
P (-2.4746, -0.8773, -1.4770)
C (-3.9307, -1.9736, -1.1775)
C (-3.4571, -3.3424, -0.6838)
C (-4.9121, -2.1676, -2.3348)
C (-1.8907, -1.1240, -3.2172)
C (-2.7934, -0.6217, -4.3410)
C (-1.4315, -2.5554, -3.4804)
H (0.4696, 1.8583, -5.5867)
H (-0.5383, 0.6106, -4.8739)
H (-0.0177, 1.9802, -3.9045)
H (1.5386, -0.4652, -4.7870)
H (2.8475, 2.2690, -4.3887)
H (3.7303, 0.7509, -4.5918)
H (2.7333, 1.3736, -5.8996)
H (2.9285, -1.3221, -1.2370)
H (3.5032, -1.5694, -4.2032)
H (3.9599, -2.6845, -2.9192)
H (2.2571, -2.4578, -3.3097)
H (4.8561, 0.3608, -2.9281)
H (4.5441, 0.5572, -1.2055)
H (5.2715, -0.9263, -1.8080)
H (3.6764, 2.2529, -2.1183)
H (4.7984, 4.2323, -1.5888)
H (3.8303, 5.6960, -1.7387)
H (4.1805, 5.0368, -0.1478)
H (1.4013, 5.4101, -0.4037)
H (-0.5736, 4.0104, -0.4064)
H (-1.6419, 3.8669, -2.1546)
H (-3.9599, 4.4481, -2.4850)
H (-6.2910, 3.9218, -2.4888)
H (-6.7341, 2.2396, -2.7662)
H (-6.6878, 2.8811, -1.1283)
H (-5.1407, 0.4649, -1.6017)
H (-4.4440, -1.4781, -0.3458)
H (-3.0170, -3.9224, -1.4956)
H (-2.7084, -3.2608, 0.1029)
H (-4.3109, -3.9087, -0.3032)
H (-4.4942, -2.8374, -3.0865)
H (-5.8243, -2.6371, -1.9591)
H (-5.1924, -1.2443, -2.8345)
H (-0.9973, -0.4885, -3.1945)
H (-3.6455, -1.2787, -4.5061)
H (-3.1655, 0.3861, -4.1560)
H (-2.2290, -0.6031, -5.2765)
H (-2.2827, -3.2246, -3.6167)
H (-0.8524, -2.5870, -4.4068)
H (-0.8067, -2.9596, -2.6832)
O (0.9611, -0.6626, 3.8428)
C (0.7453, -1.2640, 2.8070)
O (-0.2081, -0.9338, 1.9752)
C (1.5452, -2.4746, 2.4031)
C (2.4090, -2.9704, 3.3834)
C (3.2055, -4.0740, 3.1610)
C (3.1447, -4.6983, 1.9192)
C (2.3048, -4.2152, 0.9384)
C (1.4817, -3.0960, 1.1414)
S (0.5148, -2.6373, -0.2763)
H (2.4317, -2.4458, 4.3289)
H (3.8632, -4.4450, 3.9351)
H (3.7596, -5.5645, 1.7107)
H (2.2735, -4.7020, -0.0272)
N (6.1874, 2.6814, 2.2688)
C (4.9471, 2.9638, 2.7418)
O (4.7398, 3.8172, 3.5793)
C (3.8247, 2.1525, 2.1530)
C (2.5531, 2.7001, 2.1504)
C (1.5158, 1.9809, 1.5846)
N (1.6911, 0.7763, 1.0394)
C (2.9054, 0.2299, 1.0807)
C (3.9993, 0.8790, 1.6249)
H (6.9560, 3.2327, 2.6099)
H (6.3243, 2.0881, 1.4717)
H (2.3808, 3.6769, 2.5776)
H (0.5083, 2.3857, 1.5663)
H (2.9963, -0.7747, 0.6905)
H (4.9525, 0.3699, 1.6565)
C (-0.2455, 3.5601, 5.4710)
N (-0.7178, 3.7684, 4.1235)
C (-1.5296, 2.9345, 3.4463)
N (-2.0033, 1.8653, 4.1069)
S (-1.9158, 3.2320, 1.8373)
H (0.3247, 4.4343, 5.7770)
H (0.4110, 2.6872, 5.5425)
H (-1.0780, 3.4453, 6.1689)
H (-0.3830, 4.5505, 3.5888)
H (-1.5429, 1.5543, 4.9473)
H (-2.4505, 1.1517, 3.5355)
S (-3.3432, -0.2147, 1.7612)
C (-3.4280, -1.7525, 2.4934)
N (-2.3623, -2.5289, 2.6403)
C (-2.3746, -3.8266, 3.2855)
C (-3.7424, -4.4667, 3.1091)
C (-4.8122, -3.4944, 3.5828)
N (-4.6127, -2.2086, 2.9374)
H (-1.4800, -2.1099, 2.3476)
H (-2.1373, -3.7176, 4.3502)
H (-1.5878, -4.4325, 2.8334)
H (-3.8009, -5.3963, 3.6739)
H (-3.9016, -4.7001, 2.0559)
H (-4.7712, -3.3840, 4.6724)
H (-5.8107, -3.8497, 3.3253)
H (-5.3883, -1.5873, 2.7802)

# 2
DFT (ωB97M-V/def2-TZVPD) results for an isolated ion of composition C45H70FN2OS2 and charge +1 at a distorted geometry.

The orbital gap is 6.5 eV. As for the LUMO energy: -3.92 eV. As for the total charge: +1.

Element x y z (Å)
C (2.6790, 5.0863, 3.0238)
C (1.2427, 4.7003, 2.6673)
C (0.6001, 5.5992, 1.6089)
C (1.1738, 5.4066, 0.2057)
C (0.6618, 4.1508, -0.4898)
C (1.2168, 4.0488, -1.9196)
C (0.9379, 2.6901, -2.5438)
C (1.7565, 1.5576, -1.8954)
N (2.5099, 0.7028, -2.8830)
C (3.8176, 0.3443, -2.3076)
C (4.7580, -0.2980, -3.3064)
C (6.1785, -0.5074, -2.7568)
C (6.2855, -0.7407, -1.2506)
C (5.6928, -2.0857, -0.7819)
C (6.5975, -2.7357, 0.2747)
C (7.8366, -3.4163, -0.3051)
C (7.5251, -4.4507, -1.3921)
C (1.7119, -0.4061, -3.1761)
S (1.9551, -1.9457, -2.6870)
S (0.3067, -0.0051, -4.1676)
C (-0.9680, -1.0751, -3.4179)
C (-2.2103, -0.2204, -3.1863)
C (-3.1220, -0.7842, -2.0574)
C (-2.6051, -0.2351, -0.7469)
C (-2.9307, 1.1252, -0.5002)
C (-3.8360, 1.9571, -1.3968)
C (-5.2014, 2.0988, -0.7275)
C (-5.8895, 0.9546, -0.3267)
C (-7.1146, 1.0384, 0.3218)
C (-7.6670, 2.2835, 0.5790)
C (-6.9907, 3.4249, 0.1772)
C (-5.7619, 3.3544, -0.4753)
C (-5.0591, 4.6345, -0.8704)
C (-2.4578, 1.7440, 0.6119)
C (-1.6353, 1.0338, 1.5062)
C (-1.1631, 1.7353, 2.6147)
N (-0.3804, 1.1439, 3.4866)
C (0.0268, -0.1398, 3.3181)
C (-0.3665, -0.9114, 2.2571)
C (0.3031, -2.2590, 2.2440)
C (-0.5463, -3.4625, 2.6620)
C (-0.3926, -3.7246, 4.1500)
F (-0.0680, -4.5603, 1.9878)
C (-1.2938, -0.3293, 1.2932)
C (-1.8349, -0.9933, 0.1440)
C (-1.7031, -2.4641, -0.1701)
C (-3.0207, -3.1879, 0.2340)
C (-2.9487, -4.7242, 0.2456)
C (-3.9782, -5.3333, 1.2062)
O (-3.4200, -5.7540, 2.4357)
C (-4.1281, -5.2772, 3.5523)
H (3.2090, 5.5272, 2.1874)
H (2.6871, 5.7848, 3.8536)
H (3.2149, 4.2018, 3.3604)
H (0.6427, 4.8000, 3.5777)
H (1.1667, 3.6517, 2.3727)
H (0.7850, 6.6345, 1.8960)
H (-0.4819, 5.4607, 1.6142)
H (2.2589, 5.4208, 0.2505)
H (0.8544, 6.2542, -0.3999)
H (0.9775, 3.2502, 0.0420)
H (-0.4258, 4.2018, -0.5312)
H (0.7216, 4.8208, -2.5090)
H (2.2826, 4.2733, -1.9214)
H (-0.1255, 2.4599, -2.5244)
H (1.2310, 2.7206, -3.5894)
H (1.1278, 0.8951, -1.2962)
H (2.4607, 2.0151, -1.2051)
H (3.7155, -0.2353, -1.3905)
H (4.2854, 1.2829, -2.0091)
H (4.3549, -1.2139, -3.7259)
H (4.8381, 0.4064, -4.1337)
H (6.6675, -1.3442, -3.2508)
H (6.7855, 0.3669, -2.9914)
H (5.8704, 0.0794, -0.6686)
H (7.3470, -0.7645, -1.0084)
H (4.7297, -1.9211, -0.3005)
H (5.5648, -2.7470, -1.6334)
H (6.0372, -3.4425, 0.8843)
H (6.9551, -1.9418, 0.9322)
H (8.5155, -2.6622, -0.7033)
H (8.3816, -3.9065, 0.5004)
H (6.6237, -4.9938, -1.1101)
H (8.3493, -5.1395, -1.5295)
H (7.2951, -3.9466, -2.3273)
H (-1.1729, -1.8768, -4.1179)
H (-0.5201, -1.4365, -2.5013)
H (-1.8636, 0.7555, -2.8580)
H (-2.7642, -0.0644, -4.1086)
H (-3.1063, -1.8633, -2.1154)
H (-4.1443, -0.4842, -2.2414)
H (-3.3878, 2.9434, -1.4491)
H (-3.9170, 1.5552, -2.3958)
H (-5.4914, -0.0363, -0.4884)
H (-7.6029, 0.1286, 0.6317)
H (-8.6113, 2.3418, 1.0973)
H (-7.4456, 4.3785, 0.4058)
H (-5.7129, 5.4828, -0.7124)
H (-4.1800, 4.7757, -0.2409)
H (-4.7271, 4.5666, -1.9017)
H (-2.7083, 2.7715, 0.8314)
H (-1.4257, 2.7686, 2.7577)
H (-0.0527, 1.6655, 4.2875)
H (0.6941, -0.5226, 4.0688)
H (0.8177, -2.4628, 1.3115)
H (1.1035, -2.2240, 2.9767)
H (-1.6055, -3.2891, 2.4962)
H (-0.8340, -4.6770, 4.4262)
H (0.6524, -3.7406, 4.4480)
H (-0.9172, -2.9513, 4.7118)
H (-1.6677, -2.5635, -1.2446)
H (-0.8091, -2.9615, 0.1754)
H (-3.4529, -2.7711, 1.1407)
H (-3.7223, -2.9239, -0.5535)
H (-1.9445, -5.0990, 0.4052)
H (-3.2478, -5.0614, -0.7458)
H (-4.7322, -4.5692, 1.4139)
H (-4.5209, -6.1421, 0.7171)
H (-3.6051, -5.5734, 4.4540)
H (-5.1380, -5.6926, 3.5870)
H (-4.2195, -4.1846, 3.5488)

# 3
DFT (ωB97M-V/def2-TZVPD) results for a 9-piece molecular cluster, C45H74NO18 overall.

The orbital gap is 9.6 eV. As for the LUMO energy: -1.74 eV. As for the total charge: +1.

Element x y z (Å)
C (-2.1084, 1.1437, -5.6376)
C (-2.3051, 0.8057, -4.1779)
O (-2.7930, 1.5752, -3.4097)
O (-1.9806, -0.4576, -3.7854)
C (-0.6224, -0.8474, -4.0453)
C (0.0510, -1.4474, -2.8125)
C (-0.3115, -0.8581, -1.4340)
C (0.9162, -0.4589, -0.5804)
C (1.8810, 0.4772, -1.3261)
C (1.1643, 1.6310, -2.0218)
C (2.0206, 2.5891, -2.9006)
C (1.1976, 3.0854, -4.1133)
C (1.7295, 2.7304, -5.5310)
C (2.6167, 1.4815, -5.6628)
N (3.0826, 0.9259, -4.3439)
C (3.3393, 2.0041, -3.3569)
H (-3.0457, 0.9485, -6.1620)
H (-1.8551, 2.2008, -5.7192)
H (-1.3333, 0.5437, -6.1088)
H (-0.6248, -1.5810, -4.8582)
H (-0.0554, 0.0157, -4.4113)
H (1.1265, -1.3822, -3.0097)
H (-0.1635, -2.5152, -2.7757)
H (-0.8429, -1.6394, -0.8936)
H (-0.9711, 0.0096, -1.4862)
H (0.5808, -0.0052, 0.3546)
H (1.4397, -1.3821, -0.3298)
H (2.4611, -0.1598, -2.0004)
H (2.5959, 0.9039, -0.6144)
H (0.7246, 2.2433, -1.2293)
H (0.3242, 1.2782, -2.6137)
H (2.2731, 3.4534, -2.2830)
H (1.1616, 4.1744, -4.0613)
H (0.1615, 2.7580, -4.0420)
H (0.8460, 2.5661, -6.1460)
H (2.2198, 3.5967, -5.9710)
H (3.5168, 1.7014, -6.2356)
H (2.0977, 0.6823, -6.1901)
H (3.9599, 0.4148, -4.4933)
H (2.4040, 0.2531, -3.9847)
H (3.8904, 2.7823, -3.8914)
H (3.9783, 1.6459, -2.5556)
O (0.8383, -3.6006, -0.5702)
C (0.8368, -3.9935, 0.5647)
O (1.9235, -3.8763, 1.3550)
C (1.6832, -4.5115, 2.6300)
C (0.1675, -4.5483, 2.7717)
C (-0.2810, -4.6807, 1.3179)
H (2.1276, -5.5083, 2.6019)
H (2.1764, -3.9292, 3.4041)
H (-0.1816, -5.3469, 3.4220)
H (-0.1947, -3.6047, 3.1773)
H (-0.3264, -5.7199, 0.9872)
H (-1.2318, -4.1942, 1.1176)
O (6.3278, 0.3678, -3.6560)
C (6.1230, -0.2114, -2.6223)
O (4.9316, -0.7945, -2.3770)
C (4.8955, -1.2922, -1.0180)
C (6.3466, -1.4691, -0.6075)
C (7.0261, -0.3592, -1.4170)
H (4.3817, -0.5523, -0.4019)
H (4.3274, -2.2194, -1.0018)
H (6.4975, -1.3909, 0.4658)
H (6.7116, -2.4435, -0.9342)
H (7.0214, 0.5863, -0.8712)
H (8.0400, -0.6018, -1.7207)
O (-1.9844, -2.4168, 4.3370)
C (-1.5596, -2.5830, 5.4502)
O (-1.7989, -3.7046, 6.1490)
C (-1.2515, -3.5841, 7.4902)
C (-0.1708, -2.5242, 7.3813)
C (-0.7298, -1.6237, 6.2802)
H (-2.0553, -3.2801, 8.1544)
H (-0.8661, -4.5446, 7.8032)
H (0.0142, -2.0157, 8.3236)
H (0.7646, -2.9816, 7.0554)
H (-1.3965, -0.8572, 6.6784)
H (0.0378, -1.1580, 5.6670)
O (6.3385, 1.3761, 1.5684)
C (6.2834, 2.5076, 1.1808)
O (7.3842, 3.2662, 1.0029)
C (7.0192, 4.6082, 0.6314)
C (5.6181, 4.4888, 0.0426)
C (5.0444, 3.3182, 0.8409)
H (7.0413, 5.2294, 1.5281)
H (7.7544, 4.9830, -0.0753)
H (5.0440, 5.4094, 0.1202)
H (5.6852, 4.2196, -1.0136)
H (4.5816, 3.6408, 1.7744)
H (4.3371, 2.7126, 0.2789)
O (-0.2461, 3.1726, -8.0228)
C (-1.0377, 4.0574, -7.8429)
O (-0.9990, 4.8229, -6.7291)
C (-2.1051, 5.7566, -6.7285)
C (-2.5167, 5.8817, -8.1861)
C (-2.1847, 4.4927, -8.7285)
H (-2.9011, 5.3430, -6.1078)
H (-1.7651, 6.6910, -6.2900)
H (-3.5551, 6.1714, -8.3141)
H (-1.8899, 6.6240, -8.6829)
H (-3.0107, 3.7904, -8.6003)
H (-1.8739, 4.5003, -9.7691)
O (1.1346, -5.1358, 9.0112)
C (0.5872, -5.9730, 9.6703)
O (-0.4665, -5.6841, 10.4630)
C (-0.8657, -6.8466, 11.2124)
C (-0.3354, -8.0329, 10.4159)
C (0.9276, -7.4463, 9.7860)
H (-0.4206, -6.7805, 12.2068)
H (-1.9480, -6.8394, 11.3097)
H (-0.1630, -8.9146, 11.0289)
H (-1.0471, -8.2994, 9.6334)
H (1.7984, -7.5441, 10.4359)
H (1.1572, -7.8609, 8.8087)
O (-3.2486, -1.6671, 8.9168)
C (-4.4226, -1.7988, 8.7147)
O (-5.1992, -2.6005, 9.4721)
C (-6.5355, -2.6529, 8.9382)
C (-6.6816, -1.3849, 8.1054)
C (-5.2516, -1.1725, 7.6108)
H (-6.6264, -3.5582, 8.3349)
H (-7.2361, -2.7093, 9.7670)
H (-7.4209, -1.4791, 7.3132)
H (-6.9769, -0.5536, 8.7465)
H (-5.0489, -1.7134, 6.6842)
H (-4.9870, -0.1266, 7.4848)
O (-6.6788, 5.5523, -9.0272)
C (-6.6854, 5.1711, -7.8975)
O (-5.5373, 5.0706, -7.1682)
C (-5.8199, 4.4914, -5.8789)
C (-7.3021, 4.7504, -5.6388)
C (-7.8620, 4.7139, -7.0600)
H (-5.5916, 3.4248, -5.9230)
H (-5.1798, 4.9611, -5.1353)
H (-7.7541, 4.0305, -4.9605)
H (-7.4378, 5.7456, -5.2142)
H (-8.1303, 3.7038, -7.3730)
H (-8.7100, 5.3756, -7.2084)